A 2-piece molecular cluster, S2 overall, computed with the ωB97M-V functional and the def2-TZVPD basis.

Summary:
Multiplicity: 1
LUMO level: -5.0 eV

Last column: Löwdin charge in e.
Atoms and positions in Å:
1 S 0.00000 0.00000 1.60863  0.0000
2 S 0.00000 0.00000 -1.60863  0.0000


One molecule with the formula S2, computed with the ωB97M-V functional and the def2-TZVPD basis.

Summary:
Multiplicity: 1
LUMO level: -4.0 eV

Last column: Löwdin charge in e.
Atoms and positions in Å:
1 S 0.22815 -0.99107 0.69451  0.0000
2 S -0.22815 0.99107 -0.69451  0.0000


Energy relative to the best compared isomer or geometry (same formula, charge and spin) in kJ/mol, matching the order above: 609.1, 252.4
F_max in eV/Å, matching the order above: 3.7, 5.9